Entry 1:
{
  "formula": "C34H34F4N8OSTa",
  "method": "the ωB97M-V functional and the def2-TZVPD basis",
  "homo_ev": -16.26,
  "homo_lumo_gap_ha": 0.24568,
  "charge": 3,
  "elements": ["Ta", "N", "C", "S", "N", "N", "C", "C", "C", "C", "C", "C", "C", "C", "C", "C", "C", "C", "N", "H", "H", "H", "H", "H", "H", "H", "H", "H", "H", "H", "C", "N", "C", "C", "C", "N", "C", "C", "F", "C", "F", "C", "C", "F", "C", "F", "H", "H", "H", "H", "H", "H", "H", "H", "H", "H", "H", "C", "N", "N", "C", "O", "C", "C", "C", "C", "C", "C", "C", "C", "C", "H", "H", "H", "H", "H", "H", "H", "H", "H", "H", "H", "H"],
  "positions_angstrom": [[0.925, -0.346, -0.620], [2.179, 3.809, 0.391], [1.882, 2.503, 0.432], [1.229, 1.916, -1.111], [2.121, 1.750, 1.483], [1.615, 0.490, 1.294], [1.691, -0.241, 2.381], [2.021, 0.255, 3.715], [1.235, 1.136, 4.432], [1.484, 1.515, 5.717], [2.517, 0.903, 6.384], [3.343, 0.017, 5.646], [3.145, -0.287, 4.336], [1.427, -1.678, 2.170], [1.624, -2.611, 3.162], [1.463, -3.972, 2.851], [1.119, -4.274, 1.550], [0.806, -3.287, 0.649], [1.081, -2.015, 0.925], [2.254, 4.370, -0.391], [2.635, 4.127, 1.222], [0.317, 1.501, 3.872], [0.758, 2.151, 6.235], [2.746, 1.065, 7.408], [4.137, -0.471, 6.152], [3.836, -0.924, 3.808], [2.013, -2.333, 4.135], [1.728, -4.751, 3.516], [1.070, -5.289, 1.218], [0.505, -3.500, -0.389], [4.167, -0.410, -0.102], [3.156, -1.025, -0.994], [3.376, -2.544, -0.938], [3.397, -0.554, -2.400], [2.216, -0.836, -3.273], [0.985, -0.684, -2.522], [-0.170, -0.747, -3.325], [-1.040, -1.828, -3.268], [-0.724, -2.734, -2.346], [-2.195, -1.920, -3.972], [-3.053, -2.918, -3.732], [-2.540, -0.924, -4.856], [-1.655, 0.124, -5.081], [-2.010, 1.160, -5.858], [-0.485, 0.258, -4.301], [0.360, 1.285, -4.398], [5.181, -0.676, -0.428], [4.053, -0.817, 0.895], [4.031, 0.645, -0.033], [4.399, -2.720, -1.208], [2.721, -3.046, -1.626], [3.343, -2.854, 0.121], [4.245, -1.072, -2.786], [3.620, 0.492, -2.308], [2.240, -1.855, -3.656], [2.183, -0.151, -4.134], [-3.497, -0.976, -5.346], [-5.400, 1.524, 0.105], [-4.256, 0.610, 0.239], [-3.022, 0.759, -0.347], [-2.251, -0.205, 0.140], [-0.968, -0.341, -0.230], [-2.981, -1.048, 0.956], [-4.241, -0.457, 1.069], [-5.349, -0.841, 1.958], [-2.689, 1.890, -1.177], [-2.684, 1.788, -2.512], [-2.332, 2.930, -3.324], [-2.085, 4.153, -2.773], [-2.121, 4.239, -1.362], [-2.399, 3.142, -0.576], [-5.146, 2.307, -0.648], [-5.665, 1.918, 1.105], [-6.242, 0.884, -0.258], [-2.689, -1.894, 1.503], [-5.090, -1.681, 2.594], [-6.285, -1.080, 1.454], [-5.579, 0.020, 2.619], [-2.984, 0.932, -3.044], [-2.383, 2.806, -4.403], [-1.912, 5.028, -3.402], [-1.955, 5.201, -0.898], [-2.501, 3.211, 0.514]],
  "atomic_forces_ev_per_a": [[-1.378, -0.580, 1.294], [0.108, -1.845, 2.755], [0.171, 0.261, -0.155], [0.230, 0.167, -0.022], [-0.783, 1.490, -1.461], [0.928, -0.339, 1.254], [-0.505, 0.036, -0.599], [0.689, -0.336, -0.045], [-2.321, 0.610, -2.749], [-0.794, 0.111, 1.240], [0.993, -0.897, -1.410], [-0.170, 0.666, 1.414], [-0.347, 0.162, -0.243], [0.612, 0.584, 0.652], [0.070, -1.116, 0.470], [0.456, 1.446, -1.042], [-0.698, -0.768, 0.155], [0.647, 0.141, -1.114], [-0.975, 0.539, -0.777], [-0.038, 0.910, -1.993], [0.222, 0.541, 0.394], [1.149, -0.197, 0.990], [0.490, -0.068, -0.212], [-0.012, 0.227, 0.693], [0.739, -0.180, 0.448], [0.088, -0.189, -0.031], [-0.416, 0.128, -0.105], [0.072, -0.515, 0.773], [-0.210, -0.497, -0.040], [0.043, -0.062, 0.637], [0.298, -0.868, 0.124], [-0.547, -0.900, -0.052], [0.354, 1.551, 1.011], [-0.104, -0.077, 0.836], [0.042, 0.219, -0.901], [-0.114, -0.376, -0.019], [-1.425, 1.176, -2.266], [1.363, 0.407, 1.311], [-0.140, -0.976, 0.517], [-1.346, -0.173, -0.435], [0.461, 0.222, -0.055], [0.429, 0.275, -0.461], [0.487, 0.809, 0.845], [0.249, -0.718, 0.032], [0.032, -1.484, 0.745], [-0.454, 0.062, -0.216], [-0.207, 0.235, -0.129], [-0.088, -0.126, 0.221], [0.039, 0.762, -0.181], [0.593, -0.108, -0.545], [-0.410, -0.346, 0.020], [-0.514, -0.066, -0.678], [0.858, -0.205, -0.315], [0.029, 0.538, -0.253], [0.018, -0.138, -0.168], [0.295, -0.270, 0.194], [-0.123, 0.083, -0.272], [-0.349, -0.247, -0.694], [-0.282, -0.373, 0.869], [-0.976, 0.915, 0.118], [1.277, -1.514, -0.274], [0.232, 0.271, -0.298], [-0.616, 1.285, 0.062], [0.876, 0.086, -0.977], [-0.700, 0.728, 0.581], [0.348, 1.089, 1.451], [0.659, 1.841, -2.265], [-0.829, -1.423, 0.096], [0.041, -0.037, 0.815], [0.064, 0.295, -0.228], [-0.364, -0.655, 0.496], [-0.382, -0.547, 0.803], [0.280, 0.071, -0.695], [0.542, 0.801, 0.156], [0.584, -0.875, 0.391], [0.168, -0.041, -0.080], [0.095, -0.011, -0.250], [0.082, -0.431, -0.205], [-0.270, -1.166, -0.218], [0.096, 0.082, 0.252], [0.031, -0.271, 0.315], [-0.003, 0.012, 0.133], [0.262, 0.177, -0.433]]
}



Entry 2:
{
  "formula": "C34H34IN7OSr",
  "method": "the ωB97M-V functional and the def2-TZVPD basis",
  "homo_ev": -4.83,
  "homo_lumo_gap_ha": 0.17798,
  "elements": ["Sr", "C", "C", "C", "C", "C", "C", "C", "N", "N", "C", "C", "C", "C", "C", "C", "N", "C", "C", "C", "C", "C", "C", "N", "H", "H", "H", "H", "H", "H", "H", "H", "H", "H", "H", "H", "H", "H", "H", "H", "H", "H", "H", "H", "C", "C", "N", "N", "C", "O", "C", "C", "C", "C", "C", "C", "C", "C", "C", "C", "C", "N", "H", "H", "H", "H", "H", "H", "H", "H", "H", "H", "H", "H", "I", "C", "H", "H"],
  "positions_angstrom": [[-0.196, 0.452, -0.537], [-2.581, 1.751, -0.961], [-2.742, 0.254, -1.364], [-2.950, -0.758, -0.241], [-3.966, -1.694, -0.350], [-4.071, -2.675, 0.625], [-3.170, -2.682, 1.675], [-2.202, -1.692, 1.718], [-2.098, -0.752, 0.786], [-1.330, 2.439, -1.337], [-1.221, 3.730, -0.687], [-1.001, 3.659, 0.816], [-1.015, 4.848, 1.536], [-0.814, 4.807, 2.903], [-0.642, 3.576, 3.516], [-0.662, 2.443, 2.725], [-0.807, 2.474, 1.399], [-1.026, 2.469, -2.773], [-0.395, 1.226, -3.399], [-1.005, 0.628, -4.491], [-0.390, -0.476, -5.070], [0.789, -0.956, -4.531], [1.329, -0.305, -3.431], [0.768, 0.782, -2.904], [-2.653, 1.806, 0.124], [-3.418, 2.323, -1.383], [-1.899, -0.103, -1.963], [-3.592, 0.178, -2.040], [-4.642, -1.675, -1.195], [-4.841, -3.432, 0.556], [-3.202, -3.444, 2.440], [-1.458, -1.667, 2.506], [-2.100, 4.369, -0.873], [-0.367, 4.252, -1.124], [-1.178, 5.789, 1.025], [-0.803, 5.720, 3.484], [-0.493, 3.487, 4.583], [-0.548, 1.465, 3.173], [-0.314, 3.278, -2.938], [-1.935, 2.714, -3.342], [-1.944, 1.006, -4.874], [-0.843, -0.966, -5.922], [1.273, -1.834, -4.933], [2.231, -0.653, -2.944], [3.940, -1.067, 1.564], [2.656, -0.237, 1.471], [1.721, -0.702, 0.480], [1.501, -2.071, 0.602], [0.604, -2.547, -0.203], [-0.094, -1.867, -1.091], [0.309, -4.004, -0.096], [-0.730, -4.545, -0.853], [-1.061, -5.892, -0.754], [-0.359, -6.725, 0.103], [0.683, -6.194, 0.860], [1.013, -4.854, 0.762], [2.963, 1.223, 1.160], [4.103, 1.839, 1.681], [4.367, 3.163, 1.395], [3.490, 3.859, 0.577], [2.388, 3.177, 0.101], [2.113, 1.902, 0.380], [3.651, -2.116, 1.579], [4.522, -0.850, 2.462], [4.561, -0.893, 0.684], [-1.267, -3.883, -1.519], [-1.871, -6.292, -1.353], [-0.613, -7.774, 0.181], [1.243, -6.836, 1.531], [1.820, -4.435, 1.349], [4.774, 1.274, 2.310], [5.248, 3.645, 1.801], [3.653, 4.894, 0.310], [1.685, 3.685, -0.555], [2.677, 0.471, 4.650], [1.852, -0.332, 2.783], [0.918, 0.202, 2.667], [1.664, -1.379, 3.000]],
  "atomic_forces_ev_per_a": [[3.122, -1.216, 2.204], [-0.505, 0.234, -0.151], [-0.336, 0.054, -0.272], [-0.241, 0.109, -0.066], [0.067, -0.088, 0.076], [-0.001, -0.005, -0.018], [0.002, 0.000, 0.002], [0.080, -0.075, -0.053], [-0.238, 0.314, -0.133], [-0.172, 0.140, -0.393], [0.079, 0.064, 0.064], [-0.042, -0.057, 0.139], [0.009, -0.005, -0.009], [0.000, 0.023, 0.015], [-0.001, -0.008, 0.018], [0.120, -0.002, -0.041], [-0.226, 0.224, -0.269], [-0.241, 0.272, -0.240], [-0.134, -0.007, -0.274], [0.079, -0.080, 0.003], [0.002, -0.015, -0.013], [-0.005, -0.039, -0.007], [-0.081, 0.175, -0.018], [-0.294, 0.273, -0.056], [-0.050, 0.099, 0.012], [-0.087, -0.089, 0.052], [-0.374, -0.161, -0.265], [0.006, -0.047, -0.009], [-0.005, 0.016, 0.007], [0.002, -0.002, 0.006], [0.003, -0.001, 0.001], [-0.006, 0.001, 0.005], [-0.025, -0.059, -0.034], [-0.024, 0.003, 0.010], [0.001, -0.001, -0.002], [0.002, -0.001, -0.003], [0.000, -0.001, -0.003], [0.012, -0.021, 0.003], [-0.033, 0.040, 0.052], [0.060, 0.007, -0.061], [0.003, 0.012, 0.005], [0.002, -0.005, 0.003], [0.008, -0.002, 0.005], [-0.022, -0.027, 0.018], [-0.002, 0.017, -0.010], [0.008, -0.004, -0.006], [-0.320, -0.151, -0.156], [-0.028, -0.004, 0.015], [-0.081, -0.024, -0.144], [0.041, 0.118, -0.037], [-0.043, 0.024, 0.023], [-0.013, -0.037, -0.011], [0.006, 0.024, 0.005], [0.013, 0.013, 0.006], [-0.011, -0.013, -0.009], [0.011, 0.009, 0.015], [0.028, 0.039, -0.030], [0.014, -0.018, 0.004], [0.006, 0.015, 0.002], [0.003, 0.002, 0.001], [-0.049, 0.014, -0.029], [-0.108, -0.044, 0.009], [0.001, -0.008, 0.004], [0.005, 0.007, -0.002], [-0.006, -0.006, 0.002], [0.001, -0.002, 0.001], [0.000, 0.000, -0.001], [0.001, -0.002, 0.002], [0.000, -0.002, 0.001], [-0.001, -0.002, -0.001], [-0.001, 0.006, -0.003], [0.000, -0.001, -0.004], [0.008, -0.001, 0.001], [0.011, -0.025, 0.024], [0.002, -0.010, -0.004], [0.019, -0.004, 0.034], [-0.016, 0.030, 0.002], [-0.017, -0.006, -0.014]]
}



Entry 3:
{
  "formula": "C34H35AsN3PtS3",
  "method": "the ωB97M-V functional and the def2-TZVPD basis",
  "homo_ev": [-9.77, -9.77],
  "homo_lumo_gap_ha": [0.21020, 0.21018],
  "charge": 1,
  "elements": ["Pt", "S", "C", "N", "C", "C", "N", "C", "C", "C", "C", "C", "C", "C", "C", "S", "C", "C", "C", "C", "C", "C", "C", "H", "H", "H", "H", "H", "H", "H", "H", "H", "H", "H", "H", "H", "H", "H", "H", "H", "H", "S", "C", "C", "C", "C", "C", "C", "N", "C", "C", "C", "C", "C", "C", "C", "H", "H", "H", "H", "H", "H", "H", "H", "C", "As", "C", "C", "H", "H", "H", "H", "H", "H", "H", "H", "H"],
  "positions_angstrom": [[0.102, 2.425, -0.851], [-0.605, 0.169, 0.101], [0.069, -1.429, -0.032], [-0.367, -2.414, -0.836], [0.164, -3.753, -0.555], [1.655, -3.674, -0.361], [1.942, -2.778, 0.764], [3.226, -2.942, 1.481], [3.110, -2.936, 3.000], [2.195, -3.775, 3.630], [2.070, -3.770, 5.013], [2.869, -2.930, 5.782], [3.801, -2.104, 5.163], [3.918, -2.107, 3.776], [1.201, -1.658, 0.851], [1.481, -0.421, 1.981], [-1.641, -2.379, -1.578], [-2.814, -2.951, -0.806], [-3.204, -4.267, -1.050], [-4.246, -4.846, -0.332], [-4.907, -4.109, 0.642], [-4.527, -2.794, 0.889], [-3.485, -2.217, 0.171], [-0.068, -4.405, -1.394], [-0.310, -4.162, 0.339], [2.139, -3.317, -1.275], [2.042, -4.665, -0.133], [3.934, -2.175, 1.164], [3.618, -3.905, 1.155], [1.569, -4.433, 3.031], [1.348, -4.422, 5.495], [2.770, -2.924, 6.865], [4.432, -1.448, 5.759], [4.641, -1.458, 3.286], [-1.491, -2.977, -2.474], [-1.810, -1.356, -1.892], [-2.697, -4.846, -1.820], [-4.542, -5.869, -0.539], [-5.721, -4.556, 1.203], [-5.043, -2.209, 1.644], [-3.197, -1.193, 0.377], [-3.232, 4.918, -2.643], [-3.943, 3.343, -2.555], [-5.220, 2.950, -2.957], [-5.582, 1.631, -2.776], [-4.685, 0.722, -2.202], [-3.422, 1.123, -1.810], [-3.039, 2.446, -1.986], [-1.802, 3.035, -1.637], [-1.797, 4.314, -1.928], [-0.665, 5.129, -1.531], [-0.636, 6.517, -1.655], [0.395, 7.233, -1.073], [1.367, 6.556, -0.352], [1.351, 5.167, -0.265], [0.350, 4.419, -0.881], [-5.911, 3.669, -3.384], [-6.570, 1.300, -3.080], [-4.990, -0.310, -2.052], [-2.719, 0.454, -1.351], [-1.429, 7.034, -2.189], [0.427, 8.315, -1.158], [2.156, 7.112, 0.143], [2.132, 4.684, 0.297], [3.255, 0.415, -1.183], [2.449, 2.083, -0.641], [3.441, 3.215, -1.870], [3.271, 2.435, 1.082], [4.331, 0.575, -1.174], [2.932, 0.178, -2.194], [2.996, -0.395, -0.508], [4.422, 3.437, -1.455], [2.916, 4.138, -2.082], [3.566, 2.660, -2.798], [4.160, 3.047, 0.946], [3.545, 1.490, 1.542], [2.564, 2.947, 1.728]],
  "atomic_forces_ev_per_a": [[0.060, -0.146, 0.028], [-0.997, -1.174, -1.421], [-1.608, 1.092, -1.812], [0.025, 0.611, 1.584], [0.145, -0.147, -0.131], [0.089, 0.029, 0.212], [-0.084, 0.184, -0.488], [-0.303, -0.086, 0.374], [-0.137, 0.012, -0.041], [0.074, 0.063, -0.041], [0.008, 0.027, 0.023], [-0.015, -0.032, 0.027], [0.038, -0.013, -0.184], [0.017, -0.167, -0.001], [1.798, 0.999, 2.670], [0.738, -1.632, -0.451], [-0.088, 0.225, -0.197], [0.197, -0.167, 0.141], [-0.026, -0.043, -0.030], [0.026, 0.014, -0.039], [0.022, 0.053, -0.012], [0.037, 0.012, -0.050], [-0.041, -0.004, 0.049], [-0.031, 0.049, -0.035], [-0.120, -0.010, 0.006], [0.071, 0.000, -0.027], [0.011, 0.004, 0.030], [-0.060, 0.173, -0.049], [0.028, -0.012, -0.040], [0.016, 0.053, 0.072], [0.090, 0.076, -0.064], [0.014, 0.001, -0.197], [-0.105, -0.123, -0.110], [-0.129, -0.020, 0.087], [0.102, -0.058, -0.095], [0.005, 0.136, 0.090], [-0.070, 0.069, 0.094], [0.035, 0.111, 0.022], [0.084, 0.047, -0.054], [0.050, -0.072, -0.080], [0.041, -0.013, -0.025], [-0.074, 0.194, -0.112], [-0.033, 0.022, -0.035], [0.006, 0.125, 0.004], [-0.074, -0.021, -0.046], [0.042, -0.024, 0.035], [-0.023, -0.083, 0.016], [0.388, 0.133, 0.030], [-0.445, -0.098, 0.135], [-0.073, -0.081, 0.042], [-0.081, 0.087, -0.036], [-0.079, 0.011, -0.012], [-0.091, 0.143, -0.072], [0.107, -0.046, 0.047], [-0.176, 0.051, -0.128], [0.286, -0.209, -0.113], [0.100, -0.105, 0.024], [0.146, 0.046, 0.066], [0.062, 0.130, -0.022], [0.069, -0.222, 0.110], [0.080, -0.043, 0.086], [-0.009, -0.153, 0.013], [-0.065, -0.057, -0.046], [0.149, -0.057, 0.092], [-0.165, -0.180, 0.045], [-0.117, 0.356, 0.081], [0.012, -0.039, -0.069], [-0.021, 0.004, -0.015], [0.095, -0.053, -0.015], [-0.012, -0.007, -0.048], [0.005, 0.037, 0.027], [0.027, -0.026, 0.005], [-0.058, 0.076, 0.033], [-0.007, 0.013, -0.028], [0.044, 0.027, -0.008], [0.005, -0.077, 0.038], [-0.026, 0.007, 0.041]]
}



The records above give, respectively, energy relative to the best compared isomer or geometry (same formula, charge and spin) values of 21.6, 69.3, 28.1 kcal per mole.